No. 1
The following is a DFT calculation (ωB97M-V/def2-TZVPD) of C26H34N4O2 in the gas phase.

CARTESIAN COORDINATES (ANGSTROEM)
1 C -1.085 -1.977 7.116
2 C -0.881 -1.854 5.638
3 C -1.909 -2.173 4.760
4 C -1.743 -2.072 3.392
5 C -0.528 -1.641 2.876
6 C -0.334 -1.453 1.406
7 O -0.235 -0.333 0.922
8 N -0.288 -2.570 0.653
9 C -0.264 -3.925 1.150
10 C 1.071 -4.592 0.806
11 C 1.360 -4.493 -0.692
12 C 1.272 -3.046 -1.192
13 C 2.467 -2.217 -0.700
14 C 2.323 -0.710 -0.913
15 C 2.022 -0.343 -2.352
16 O 2.189 -1.108 -3.287
17 N 1.562 0.916 -2.546
18 C 1.294 1.870 -1.484
19 C 0.954 3.233 -2.082
20 N -0.179 3.133 -2.972
21 C -1.235 3.980 -2.846
22 C -2.419 3.821 -3.590
23 C -3.427 4.745 -3.429
24 C -3.259 5.801 -2.540
25 C -2.065 5.865 -1.847
26 N -1.082 4.995 -1.989
27 C -0.214 1.976 -3.839
28 C 1.162 1.322 -3.877
29 C -0.092 -2.483 -0.778
30 C 0.498 -1.302 3.748
31 C 0.341 -1.409 5.122
32 C 1.469 -1.048 6.038
33 H -2.085 -2.341 7.338
34 H -0.952 -1.012 7.603
35 H -0.360 -2.667 7.548
36 H -2.858 -2.506 5.156
37 H -2.556 -2.318 2.724
38 H -0.420 -3.927 2.229
39 H -1.082 -4.482 0.675
40 H 1.865 -4.109 1.377
41 H 1.034 -5.639 1.110
42 H 2.350 -4.900 -0.903
43 H 0.628 -5.098 -1.233
44 H 1.305 -3.043 -2.285
45 H 2.626 -2.382 0.367
46 H 3.351 -2.572 -1.233
47 H 1.540 -0.319 -0.263
48 H 3.260 -0.220 -0.631
49 H 2.176 1.975 -0.845
50 H 0.459 1.526 -0.861
51 H 0.686 3.937 -1.292
52 H 1.824 3.634 -2.618
53 H -2.545 2.993 -4.267
54 H -4.346 4.644 -3.990
55 H -4.030 6.540 -2.393
56 H -1.872 6.657 -1.134
57 H -0.953 1.245 -3.480
58 H -0.493 2.278 -4.855
59 H 1.895 2.016 -4.303
60 H 1.142 0.422 -4.495
61 H -0.203 -1.441 -1.075
62 H -0.879 -3.069 -1.268
63 H 1.435 -0.948 3.343
64 H 2.335 -0.718 5.471
65 H 1.171 -0.245 6.713
66 H 1.757 -1.903 6.649

The value obtained for the LUMO energy is 0.027 hartree. The total energy comes out at -37571.1228 eV. The relative energy (zero: lowest compared OMol25 entry of this formula, charge and spin) comes out at 0.0 kcal per mole. As for the SMILES: Cc1ccc(C(=O)N2CCC[C@H](CCC(=O)N3CCN(c4ccccn4)CC3)C2)cc1C. The value obtained for the HOMO energy is -7.76 eV. The calculation puts the max |F| at 0.622 eV/A. The HOMO-LUMO gap comes out at 8.5 eV.

No. 2
The following is a DFT calculation (ωB97M-V/def2-TZVPD) of a molecular structure, C21H27AuGe2N2S.

CARTESIAN COORDINATES (ANGSTROEM)
1 Au 0.310 1.460 0.937
2 C 5.763 3.025 -2.769
3 C 4.350 2.604 -2.547
4 C 3.569 1.944 -3.452
5 C 2.256 1.609 -3.081
6 N 1.748 1.931 -1.896
7 C 2.508 2.577 -1.016
8 S 1.977 3.092 0.528
9 N 3.795 2.890 -1.347
10 C 1.353 0.872 -4.011
11 H 6.093 2.743 -3.765
12 H 6.420 2.553 -2.037
13 H 5.859 4.106 -2.661
14 H 3.960 1.681 -4.423
15 H 4.346 3.360 -0.639
16 H 1.836 0.647 -4.958
17 H 0.457 1.467 -4.190
18 H 1.030 -0.055 -3.535
19 C -2.104 1.175 -1.664
20 Ge -2.736 0.735 0.127
21 C -4.253 -0.504 0.055
22 C -3.172 2.332 1.151
23 Ge -0.962 -0.614 1.335
24 C -0.236 -2.091 0.307
25 C 0.881 -2.807 0.742
26 C 1.389 -3.853 -0.014
27 C 0.785 -4.200 -1.215
28 C -0.323 -3.496 -1.662
29 C -0.825 -2.444 -0.908
30 C -1.358 -1.016 3.185
31 C -0.439 -1.664 4.014
32 C -0.752 -1.929 5.338
33 C -1.987 -1.556 5.850
34 C -2.908 -0.911 5.039
35 C -2.592 -0.637 3.716
36 H -2.904 1.687 -2.202
37 H -1.838 0.273 -2.213
38 H -1.233 1.827 -1.618
39 H -5.078 -0.006 -0.459
40 H -4.579 -0.778 1.057
41 H -3.997 -1.411 -0.490
42 H -3.994 2.853 0.658
43 H -2.316 3.003 1.201
44 H -3.478 2.084 2.167
45 H 1.369 -2.551 1.675
46 H 2.253 -4.401 0.336
47 H 1.176 -5.023 -1.800
48 H -0.802 -3.769 -2.594
49 H -1.695 -1.907 -1.269
50 H 0.530 -1.963 3.634
51 H -0.031 -2.429 5.972
52 H -2.230 -1.768 6.883
53 H -3.872 -0.619 5.435
54 H -3.320 -0.126 3.096

As for the spin multiplicity: 2. The value obtained for the LUMO energy (alpha / beta) is -0.120 / -0.180 hartree. The total energy comes out at -152749.6237 eV. The relative energy (zero: lowest compared OMol25 entry of this formula, charge and spin) comes out at 7.5 kcal per mole. The value obtained for the HOMO energy (alpha / beta) is -10.30 / -11.51 eV. The charge is +1. The calculation puts the max |F| at 0.170 eV/A. The HOMO-LUMO gap (alpha / beta) comes out at 7.0 / 6.6 eV.

No. 3
The following is a DFT calculation (ωB97M-V/def2-TZVPD) of a molecular structure, C4H7NO2.

CARTESIAN COORDINATES (ANGSTROEM)
1 O -0.820 -1.398 -1.570
2 C -0.821 -0.562 -0.460
3 C -0.042 -0.959 0.748
4 N 0.629 0.142 1.213
5 C 0.410 1.238 0.466
6 C -0.269 0.852 -0.744
7 O -0.442 1.394 -1.824
8 H -0.823 -0.783 -2.327
9 H -1.852 -0.366 -0.090
10 H 0.190 -1.944 1.137
11 H 3.240 -0.111 0.075
12 H -0.114 -0.297 2.013
13 H 3.174 0.560 0.388
14 H 0.903 2.169 0.705

The value obtained for the LUMO energy (alpha / beta) is -0.015 / -0.015 hartree. The total energy comes out at -9841.7931 eV. The relative energy (zero: lowest compared OMol25 entry of this formula, charge and spin) comes out at 126.5 kcal per mole. The value obtained for the HOMO energy (alpha / beta) is -8.58 / -8.58 eV. The calculation puts the max |F| at 0.388 eV/A. The HOMO-LUMO gap (alpha / beta) comes out at 8.2 / 8.2 eV.

No. 4
The following is a DFT calculation (ωB97M-V/def2-TZVPD) of 2 unconnected molecules or ions with the total composition C5H13NO.

CARTESIAN COORDINATES (ANGSTROEM)
1 C -1.827 0.611 2.005
2 C -0.390 1.113 1.818
3 N 0.399 1.194 2.973
4 O 0.168 1.153 0.748
5 H -2.367 0.748 1.058
6 H -2.347 1.151 2.822
7 H -1.882 -0.363 2.468
8 H 1.355 1.389 2.732
9 H -0.012 1.360 3.874
10 C -0.421 -1.375 -1.384
11 C 0.635 -0.265 -1.525
12 C 1.657 -0.529 -2.609
13 H -0.821 -1.393 -0.364
14 H 0.050 -2.364 -1.465
15 H -1.204 -1.265 -2.150
16 H 0.121 0.692 -1.639
17 H 1.201 -0.209 -0.588
18 H 2.321 0.338 -2.597
19 H 2.181 -1.471 -2.588
20 H 1.182 -0.515 -3.590

The value obtained for the LUMO energy is 0.029 hartree. The total energy comes out at -8933.4291 eV. The relative energy (zero: lowest compared OMol25 entry of this formula, charge and spin) comes out at 13.4 kcal per mole. As for the SMILES: CC(N)=O.CCC. The value obtained for the HOMO energy is -10.06 eV. The calculation puts the max |F| at 2.420 eV/A. The HOMO-LUMO gap comes out at 10.9 eV.

No. 5
The following is a DFT calculation (ωB97M-V/def2-TZVPD) of a molecular structure, C10H30OP2SSiSn.

CARTESIAN COORDINATES (ANGSTROEM)
1 Sn 0.744 -0.112 1.061
2 Si -2.815 0.578 0.361
3 P -0.410 -2.566 0.814
4 P 0.503 2.574 1.183
5 H 2.448 -0.286 1.323
6 C 0.914 -3.766 1.140
7 H 0.535 -4.784 1.010
8 H 1.267 -3.658 2.171
9 H 1.768 -3.619 0.472
10 C -1.063 -2.948 -0.852
11 H -1.248 -4.032 -0.890
12 H -0.340 -2.685 -1.639
13 H -2.009 -2.416 -1.037
14 C -1.760 -3.098 1.919
15 H -1.916 -4.179 1.791
16 H -2.696 -2.568 1.705
17 H -1.483 -2.899 2.961
18 C 2.170 3.136 1.614
19 H 2.189 4.230 1.623
20 H 2.910 2.775 0.892
21 H 2.449 2.771 2.610
22 C 0.097 3.334 -0.424
23 H 0.350 4.400 -0.341
24 H -0.974 3.232 -0.653
25 H 0.688 2.881 -1.234
26 C -0.600 3.411 2.362
27 H -0.321 4.473 2.385
28 H -0.475 2.982 3.364
29 H -1.654 3.317 2.074
30 C -2.373 0.625 -1.450
31 H -1.973 -0.338 -1.762
32 H -1.673 1.436 -1.651
33 H -3.329 0.821 -1.958
34 H -3.857 -0.471 0.315
35 H -3.430 1.919 0.485
36 C 1.534 -0.225 -1.977
37 O 0.650 0.202 -1.162
38 C 2.479 -1.310 -1.597
39 H 3.414 -1.247 -2.168
40 H 2.030 -2.295 -1.834
41 H 2.786 -1.301 -0.532
42 C 1.509 0.289 -3.367
43 H 2.438 0.841 -3.603
44 H 0.640 0.957 -3.490
45 H 1.409 -0.597 -4.024
46 S -1.521 0.220 2.009

The value obtained for the LUMO energy (alpha / beta) is 0.016 / -0.004 hartree. The total energy comes out at -56022.4872 eV. The value obtained for the HOMO energy (alpha / beta) is -4.01 / -3.82 eV. The calculation puts the max |F| at 2.856 eV/A. The HOMO-LUMO gap (alpha / beta) comes out at 4.4 / 3.7 eV.

No. 6
The following is a DFT calculation (ωB97M-V/def2-TZVPD) of a gas-phase ion, C4H10NS (charge +1).

CARTESIAN COORDINATES (ANGSTROEM)
1 C -2.329 -0.617 0.646
2 C -1.360 -0.309 -0.172
3 C 0.080 -0.047 0.231
4 N 0.370 1.367 0.267
5 C 1.234 -0.779 -0.594
6 S 2.769 -0.269 0.265
7 H -3.315 -0.792 0.357
8 H -2.252 -0.836 1.762
9 H -1.679 -0.285 -1.242
10 H 0.115 -0.380 1.262
11 H 0.073 1.914 -0.599
12 H 1.308 1.595 0.559
13 H -0.333 1.726 1.007
14 H 1.116 -1.812 -0.466
15 H 1.172 -0.491 -1.692
16 H 2.430 -1.166 1.310

The value obtained for the LUMO energy is -0.129 hartree. The total energy comes out at -16627.5344 eV. The relative energy (zero: lowest compared OMol25 entry of this formula, charge and spin) comes out at 33.0 kcal per mole. As for the SMILES: C=C[C@H]([NH3+])CS. The value obtained for the HOMO energy is -13.68 eV. The charge is +1. The calculation puts the max |F| at 5.087 eV/A. The HOMO-LUMO gap comes out at 10.2 eV.